Computed, not measured: a cluster of 13 separate species, C52H98O26S10 in total in a non-equilibrium geometry, with the ωB97M-V functional and the def2-TZVPD basis.

## Properties
LUMO level, eV: 0.1
Highest occupied orbital energy, eV: -9.8
F_max, eV Å⁻¹: 2.91
Total charge: 0

Structure (XYZ):
```
186
Properties=species:S:1:pos:R:3:forces:R:3:lowdin_charge:R:1
C 0.8841 -1.1274 -0.6772 -1.43 -0.16 0.88 -0.195
C -0.2327 -0.6428 -1.6535 2.67 0.54 -0.76 -0.148
C -0.7572 0.7308 -1.2116 -0.95 0.20 -1.27 -0.236
S -0.2078 1.0153 0.4162 1.33 1.01 2.38 0.753
O -1.3529 1.2667 1.3123 0.85 -0.18 -0.61 -0.351
O 0.8998 2.0289 0.5038 -1.73 -1.96 -0.40 -0.343
C 0.4280 -0.6909 0.6840 -0.06 1.15 0.73 -0.202
H 1.8935 -0.8465 -0.7229 1.27 1.21 -1.07 0.068
H 0.9783 -2.1854 -0.5642 -0.42 -1.02 -0.70 0.084
H -0.9310 -1.4208 -1.6647 -1.60 -0.76 0.17 0.064
H 0.1430 -0.5748 -2.6941 -0.07 0.06 0.52 0.120
H -1.8639 0.7695 -1.1025 0.67 -0.10 -0.38 0.080
H -0.4315 1.5551 -1.8877 -0.26 -0.62 0.66 0.089
H -0.3641 -1.2976 1.1216 -0.27 0.15 -0.24 0.087
H 1.2571 -0.6573 1.3835 0.07 0.23 0.15 0.072
C 0.0900 4.9758 0.6893 -0.29 1.35 0.13 -0.180
C -0.7083 6.3498 0.3794 0.43 -1.18 1.18 -0.152
C -0.7563 7.1361 1.7358 -0.81 -0.15 -1.35 -0.215
S -1.2351 5.8574 2.8775 1.36 -0.08 -0.53 0.654
O -2.5771 5.4315 2.5951 -0.65 0.12 -0.06 -0.300
O -0.8376 6.2056 4.2104 -0.18 -0.01 0.56 -0.315
C -0.0996 4.6770 2.1777 -0.98 -1.18 -0.12 -0.233
H 1.1456 5.1853 0.6169 0.48 0.16 -0.46 0.103
H -0.1206 4.1144 0.0330 -0.38 0.85 0.62 0.049
H -1.7352 6.0735 0.1292 0.31 0.21 -0.34 0.065
H -0.2142 6.9236 -0.4023 -0.22 -0.03 -0.05 0.102
H -1.5200 7.9247 1.7619 0.16 -0.22 -0.06 0.110
H 0.2031 7.5689 1.9866 0.23 -0.13 0.35 0.105
H -0.4501 3.6539 2.3558 -0.28 0.21 -0.04 0.090
H 0.7818 4.7792 2.7620 0.93 0.29 0.25 0.073
C -2.9549 -0.4780 5.4081 -1.90 0.24 0.86 -0.203
C -2.6902 -0.2770 3.9229 0.70 -0.54 -0.90 -0.194
C -2.4556 -1.6937 3.3384 -0.25 0.21 0.67 -0.212
S -1.5834 -2.5883 4.5941 -0.63 -2.65 0.26 0.692
O -0.1724 -2.7187 4.2666 -0.48 0.64 0.18 -0.323
O -2.2825 -3.8420 4.9146 0.40 1.23 -0.20 -0.342
C -1.8756 -1.4294 5.8785 0.43 0.23 1.03 -0.247
H -4.0207 -0.8755 5.5777 1.60 0.24 -0.23 0.146
H -2.8956 0.4265 6.0576 -0.05 -0.35 -0.82 0.125
H -1.8217 0.3434 3.7523 0.52 0.04 0.11 0.078
H -3.4218 0.1913 3.2879 -0.78 0.29 0.29 0.110
H -1.8014 -1.8422 2.5086 0.12 0.45 -0.93 0.048
H -3.4044 -2.2006 3.1611 0.11 -0.11 0.04 0.115
H -0.9292 -0.9149 5.9420 0.36 0.50 0.09 0.079
H -2.0213 -1.8971 6.8576 -0.20 -0.21 -0.41 0.123
C 4.2243 2.3368 1.8591 0.10 1.49 1.04 -0.248
C 4.3439 2.6135 0.3561 -1.91 -0.40 -0.68 -0.195
C 4.6094 1.2914 -0.3802 0.91 0.10 -1.03 -0.217
S 4.8242 0.1147 0.9272 -0.63 -0.30 -0.74 0.637
O 5.7974 -0.8678 0.6249 1.83 -0.76 -0.16 -0.303
O 3.4916 -0.4025 1.0415 -1.51 -0.51 1.22 -0.318
C 5.1597 1.2204 2.2726 -0.08 1.00 -1.12 -0.187
H 3.1935 2.2223 2.2416 0.42 -0.39 -0.67 0.106
H 4.5767 3.2368 2.3463 0.01 0.24 0.41 0.113
H 5.0792 3.3737 0.0685 -0.22 -0.14 0.36 0.117
H 3.3061 2.9196 0.1113 0.76 0.34 -0.45 0.097
H 5.5362 1.3034 -1.0258 -0.98 0.02 0.70 0.125
H 3.7426 0.8805 -0.9730 0.96 0.61 0.63 0.090
H 6.1556 1.6354 2.1611 0.46 -0.45 -0.06 0.122
H 5.0077 0.9074 3.2803 -0.21 -0.85 0.46 0.100
C 3.3193 -2.3039 3.8792 -0.15 -0.12 -0.86 -0.212
C 3.3421 -3.4187 2.7710 -0.70 1.89 0.35 -0.193
C 4.7724 -3.5137 2.2676 -0.52 -0.10 0.88 -0.204
S 5.7558 -3.2054 3.7111 1.00 2.35 0.87 0.662
O 6.5899 -2.0330 3.4869 -0.57 -0.45 -0.11 -0.326
O 6.4052 -4.3694 4.2117 0.24 -1.35 0.16 -0.314
C 4.4252 -2.7174 4.8195 -0.02 -0.18 -0.05 -0.218
H 2.3585 -2.2454 4.3979 0.03 -0.20 -0.21 0.093
H 3.4392 -1.3675 3.3076 0.38 -0.05 0.72 0.094
H 2.6022 -3.0296 2.0550 0.38 -0.81 -0.31 0.114
H 3.0408 -4.3111 3.2506 -0.58 -1.23 0.16 0.088
H 4.9989 -2.7012 1.6311 0.31 0.70 -0.94 0.048
H 5.1257 -4.4519 1.8883 -0.14 -0.53 -0.39 0.104
H 4.7733 -2.0132 5.5720 0.19 0.17 -0.28 0.110
H 4.1122 -3.6275 5.3317 0.03 -0.08 0.07 0.106
C -5.0647 4.5270 0.7225 1.24 0.25 -0.69 -0.227
C -4.5225 5.5315 -0.3193 -2.10 1.08 -0.33 -0.197
C -4.3755 4.6796 -1.6043 0.32 -0.96 1.89 -0.172
S -3.4423 3.2528 -0.8967 -0.84 -0.53 -0.15 0.705
O -2.0216 3.4892 -0.9916 0.07 0.28 0.36 -0.319
O -3.9449 1.9975 -1.4205 0.10 0.05 -0.44 -0.341
C -4.1512 3.3129 0.7833 -0.45 0.99 -1.08 -0.188
H -6.0070 4.1976 0.3886 -1.38 -0.23 -0.55 0.097
H -5.2094 4.9818 1.6626 0.06 0.47 1.21 0.099
H -3.6549 6.1484 0.0019 -0.39 -0.89 -0.30 0.097
H -5.3792 6.2720 -0.4257 1.12 -0.62 -0.25 0.132
H -3.8394 5.0638 -2.4454 0.32 0.22 -0.45 0.074
H -5.3188 4.1788 -1.8799 0.24 0.59 -0.08 0.116
H -3.4294 3.5115 1.5236 1.19 -0.32 0.75 0.062
H -4.7270 2.4055 0.8903 0.33 -0.33 0.18 0.097
C 1.7276 5.1769 -2.7606 0.41 -0.87 -0.15 -0.170
C 2.2060 4.9695 -4.2127 -2.15 -0.53 -1.17 -0.217
C 2.8770 3.6092 -4.3029 -1.05 0.29 -0.06 -0.216
S 1.6841 2.6421 -3.4082 0.78 -1.46 0.22 0.660
O 2.3979 1.5540 -2.7543 -0.66 0.41 -0.10 -0.319
O 0.5845 2.3596 -4.2886 -0.34 -0.75 -0.79 -0.312
C 1.0438 3.8604 -2.3419 -0.52 0.74 1.48 -0.253
H 0.9812 5.9667 -2.6092 0.79 0.19 -0.10 0.120
H 2.6588 5.2374 -2.1815 -0.44 0.70 0.32 0.119
H 2.7421 5.7676 -4.6712 0.66 0.67 0.05 0.104
H 1.2978 4.8195 -4.8744 0.68 0.51 0.70 0.132
H 3.8423 3.4956 -3.8810 0.89 0.06 0.72 0.094
H 2.8848 3.1822 -5.2950 -0.01 0.01 -0.35 0.109
H 1.1723 3.5932 -1.2842 0.59 -0.07 -0.44 0.065
H -0.0524 3.9056 -2.4335 0.32 -0.13 -0.58 0.092
C -2.6889 1.4908 -6.7722 -0.15 -0.71 -0.64 -0.209
C -2.2387 0.7213 -5.4893 -0.60 -0.24 -0.39 -0.196
C -2.8736 1.5244 -4.3652 -0.60 -0.53 0.61 -0.243
S -3.0049 3.2136 -4.8764 0.54 1.66 -0.04 0.665
O -2.2066 4.1607 -4.1290 0.69 -0.29 0.10 -0.339
O -4.4008 3.5859 -4.9144 -0.30 -0.52 -0.54 -0.322
C -2.3111 2.9616 -6.5421 -0.15 -1.94 1.53 -0.192
H -3.7829 1.4403 -6.8785 0.11 -0.08 0.33 0.114
H -2.3543 1.0370 -7.7310 0.37 0.50 0.69 0.121
H -1.1629 0.6024 -5.3668 0.12 0.47 -0.22 0.101
H -2.6438 -0.3049 -5.4347 0.02 0.43 -0.23 0.115
H -2.4730 1.3829 -3.3430 -0.29 0.30 -0.70 0.088
H -3.9552 1.3277 -4.3943 0.30 -0.48 0.56 0.111
H -1.2489 3.0161 -6.4172 0.71 0.37 0.06 0.089
H -2.6880 3.6635 -7.2181 -0.64 1.06 -0.95 0.086
C -1.0713 -3.9885 -5.2320 -0.48 -0.10 1.86 -0.190
C -1.8883 -3.4665 -4.0273 -0.30 2.04 0.33 -0.208
C -1.5786 -4.3351 -2.7997 -2.19 0.38 0.50 -0.242
S 0.0513 -4.8755 -2.9677 2.49 1.24 0.71 0.665
O 0.1181 -6.2797 -2.7817 -0.18 -1.83 -0.09 -0.297
O 0.9604 -4.1139 -2.0927 -0.96 -0.05 -1.06 -0.327
C 0.2884 -4.4245 -4.7065 -0.83 0.24 0.59 -0.187
H -0.8965 -3.2743 -5.9920 -0.25 0.87 -0.82 0.099
H -1.6857 -4.7909 -5.6104 0.30 -0.56 -0.46 0.114
H -2.9507 -3.3130 -4.3050 0.38 -0.80 0.47 0.118
H -1.6593 -2.4292 -3.7029 0.48 -0.36 -0.55 0.093
H -2.1848 -5.2374 -2.7743 0.00 -0.23 -0.12 0.111
H -1.7367 -3.8751 -1.7928 0.31 -0.02 -0.89 0.108
H 0.5866 -5.2928 -5.2432 0.97 -0.59 -0.16 0.102
H 0.9930 -3.5999 -4.6992 0.29 -0.18 -0.18 0.095
C 0.1219 -6.0379 3.2118 0.24 1.33 -0.02 -0.179
C 0.8853 -6.4127 1.9234 0.30 0.11 0.30 -0.229
C 0.2990 -5.7246 0.7083 -0.21 0.84 0.88 -0.206
S -1.4212 -5.3142 1.1187 -1.05 0.65 -0.91 0.717
O -2.3249 -6.1093 0.2817 0.73 0.61 0.80 -0.345
O -1.6578 -3.8491 1.0981 0.57 -1.50 0.21 -0.365
C -1.4120 -5.9338 2.8014 1.23 -1.04 1.31 -0.209
H 0.4902 -5.0063 3.5166 -0.58 -1.23 -0.02 0.099
H 0.3653 -6.7866 4.0276 -0.70 1.00 -0.87 0.133
H 0.8963 -7.4706 1.7860 -0.28 -0.90 -0.13 0.104
H 1.9384 -6.1390 1.9534 0.08 0.09 0.37 0.103
H 0.3393 -6.3285 -0.1679 -0.28 -0.33 -0.77 0.083
H 0.8262 -4.7932 0.5277 -0.20 0.24 -0.18 0.089
H -1.7424 -6.9815 2.7490 -0.32 0.38 -0.26 0.106
H -2.0300 -5.3726 3.5402 0.49 -0.20 -0.96 0.078
O 3.7299 2.9127 5.0551 0.84 0.69 0.44 0.123
C 2.6453 2.4220 4.9843 0.59 0.36 -0.39 -0.541
O 2.5315 1.1646 4.5835 -1.76 -1.42 -0.77 0.021
C 1.0945 0.8120 4.3003 1.57 0.03 0.83 -0.083
C 0.3152 1.9429 4.9535 -1.57 0.40 0.59 -0.130
C 1.3338 3.0887 5.1840 -1.05 -0.60 -0.97 -0.044
H 0.9324 -0.1130 4.8573 0.03 -0.14 -0.52 0.099
H 0.9744 0.6647 3.2087 0.09 0.28 0.69 0.114
H -0.1648 1.6006 5.9189 0.86 0.32 -0.79 0.126
H -0.5718 2.1874 4.3419 0.56 0.32 0.05 0.103
H 1.2697 3.6041 6.1033 -0.04 0.01 1.43 0.119
H 1.2626 3.9436 4.5155 -0.07 -0.30 -0.55 0.103
O 3.7884 -5.3893 -4.2911 -0.11 -1.54 -0.67 0.140
C 3.8876 -4.3965 -3.6633 0.07 0.83 0.37 -0.506
O 3.3223 -3.2484 -4.1172 -0.12 -0.38 -0.49 -0.019
C 3.6324 -2.1443 -3.2979 -0.17 0.81 0.73 -0.139
C 4.0261 -2.7940 -1.9232 0.00 0.39 -0.84 -0.126
C 4.6146 -4.1322 -2.3704 0.08 0.63 -0.02 -0.061
H 2.7485 -1.4631 -3.3294 0.51 -0.60 0.57 0.123
H 4.4273 -1.5681 -3.7894 0.22 -0.20 0.32 0.123
H 3.1289 -2.9017 -1.3189 0.02 -0.19 0.02 0.088
H 4.7900 -2.2850 -1.3650 0.03 0.76 0.23 0.089
H 4.5126 -4.9140 -1.6304 -0.17 -0.33 -0.12 0.123
H 5.6956 -4.0209 -2.5860 -0.48 -0.09 -0.03 0.141
O -3.3683 -1.0417 -2.1922 -0.75 -0.89 1.04 0.089
C -4.1666 -1.7434 -1.5980 0.30 1.04 -0.39 -0.445
O -4.8676 -2.6691 -2.2759 -0.99 -0.80 -0.08 0.026
C -5.7389 -3.4417 -1.4067 0.36 0.12 1.23 -0.132
C -5.8819 -2.5982 -0.1254 0.60 0.51 -0.38 -0.126
C -4.5849 -1.7321 -0.1078 -0.15 0.21 -1.33 -0.036
H -5.3080 -4.4085 -1.2252 0.80 -0.36 0.13 0.114
H -6.7338 -3.6983 -1.7547 0.03 0.68 -1.06 0.120
H -6.0053 -3.1797 0.7761 0.01 -0.31 0.12 0.107
H -6.8033 -2.0286 -0.2822 0.38 0.44 0.36 0.114
H -3.7213 -2.1752 0.3981 -0.30 -0.16 0.33 0.105
H -4.6805 -0.6728 0.1904 -0.06 -0.57 -0.01 0.124
```
Positions in Å, forces in eV/Å.